1.
{
  "formula": "C15H18N4O6",
  "method": "ωB97M-V with the def2-TZVPD basis set",
  "total_energy_ev": -34086.5523,
  "smiles": "CCNC(=O)O/N=C1\\CCCC[C@@H]1c1ccc([N+](=O)[O-])cc1[N+](=O)[O-]",
  "de_lowest_kcal_mol": 174.6,
  "orbital_gap_ev": 9.2,
  "mol_weight_g_mol": 350.33,
  "species": ["C", "C", "N", "C", "O", "O", "N", "C", "C", "C", "C", "C", "C", "C", "C", "C", "C", "N", "O", "O", "C", "C", "N", "O", "O", "H", "H", "H", "H", "H", "H", "H", "H", "H", "H", "H", "H", "H", "H", "H", "H", "H", "H"],
  "positions_angstrom": [[-4.573, -2.717, -2.586], [-3.128, -3.171, -2.400], [-2.574, -2.703, -1.150], [-1.640, -1.735, -1.090], [-1.081, -1.216, -2.015], [-1.415, -1.426, 0.236], [-0.349, -0.529, 0.367], [-0.104, -0.061, 1.512], [-0.819, -0.312, 2.800], [-1.246, 1.020, 3.427], [-0.055, 1.964, 3.559], [0.573, 2.226, 2.193], [1.060, 0.897, 1.592], [1.689, 1.031, 0.231], [1.004, 1.723, -0.769], [1.506, 1.848, -2.046], [2.744, 1.291, -2.348], [3.285, 1.420, -3.683], [4.303, 0.816, -3.934], [2.686, 2.131, -4.458], [3.460, 0.608, -1.384], [2.927, 0.469, -0.108], [3.741, -0.282, 0.824], [3.190, -0.906, 1.706], [4.938, -0.241, 0.659], [-4.953, -3.078, -3.537], [-5.203, -3.107, -1.789], [-4.630, -1.632, -2.577], [-3.069, -4.263, -2.427], [-2.496, -2.761, -3.190], [-2.996, -3.012, -0.288], [-0.136, -0.834, 3.476], [-1.686, -0.951, 2.624], [-2.009, 1.484, 2.798], [-1.688, 0.834, 4.407], [0.689, 1.525, 4.228], [-0.383, 2.909, 3.997], [1.419, 2.909, 2.288], [-0.167, 2.692, 1.542], [1.771, 0.462, 2.301], [0.039, 2.143, -0.546], [0.954, 2.358, -2.821], [4.422, 0.175, -1.622]]
}

=====

2.
{
  "formula": "C15H18O",
  "method": "ωB97M-V with the def2-TZVPD basis set",
  "total_energy_ev": -17894.1569,
  "smiles": "CCc1ccc(O)cc1.Cc1ccccc1",
  "de_lowest_kcal_mol": 11.9,
  "orbital_gap_ev": 9.1,
  "mol_weight_g_mol": 214.31,
  "species": ["C", "C", "C", "C", "C", "C", "O", "C", "C", "H", "H", "H", "H", "H", "H", "H", "H", "H", "H", "C", "C", "C", "C", "C", "C", "C", "H", "H", "H", "H", "H", "H", "H", "H"],
  "positions_angstrom": [[-0.200, -0.507, -2.938], [1.108, -0.151, -2.180], [0.942, 1.092, -1.347], [0.377, 1.011, -0.080], [-0.024, 2.162, 0.581], [0.369, 3.383, 0.038], [0.044, 4.565, 0.701], [1.068, 3.505, -1.136], [1.347, 2.320, -1.834], [-0.745, -1.241, -2.352], [0.026, -1.030, -3.877], [-0.742, 0.412, -3.167], [1.419, -0.990, -1.553], [1.888, 0.022, -2.921], [0.053, 0.022, 0.226], [-0.581, 2.094, 1.500], [-0.355, 4.369, 1.568], [1.452, 4.464, -1.437], [1.981, 2.285, -2.715], [0.423, -0.868, 3.218], [-0.372, -1.500, 2.093], [0.373, -2.343, 1.233], [-0.203, -2.847, 0.086], [-1.575, -2.695, -0.133], [-2.341, -2.073, 0.823], [-1.745, -1.567, 1.992], [-0.173, -0.212, 3.866], [1.240, -0.334, 2.731], [0.883, -1.569, 3.894], [1.452, -2.419, 1.347], [0.404, -3.401, -0.623], [-2.019, -3.027, -1.060], [-3.407, -1.898, 0.753], [-2.370, -1.036, 2.703]]
}

=====

3.
{
  "formula": "C15H18O2",
  "method": "ωB97M-V with the def2-TZVPD basis set",
  "total_energy_ev": -19941.3098,
  "smiles": "CCc1ccc(O)cc1.Cc1ccc(O)cc1",
  "de_lowest_kcal_mol": 23.0,
  "orbital_gap_ev": 9.1,
  "mol_weight_g_mol": 230.31,
  "species": ["C", "C", "C", "C", "C", "C", "O", "C", "C", "H", "H", "H", "H", "H", "H", "H", "H", "H", "H", "C", "C", "C", "C", "C", "O", "C", "C", "H", "H", "H", "H", "H", "H", "H", "H"],
  "positions_angstrom": [[2.090, -2.164, 1.151], [1.731, -1.451, -0.172], [0.702, -2.252, -0.934], [-0.625, -2.224, -0.502], [-1.660, -2.859, -1.184], [-1.448, -3.158, -2.528], [-2.472, -3.511, -3.364], [-0.157, -3.168, -3.038], [0.867, -2.677, -2.249], [2.173, -1.452, 1.980], [3.138, -2.487, 1.193], [1.448, -2.985, 1.445], [1.299, -0.487, 0.114], [2.592, -1.129, -0.759], [-0.883, -1.852, 0.484], [-2.622, -2.927, -0.698], [-3.243, -3.594, -2.863], [0.006, -3.308, -4.098], [1.865, -2.657, -2.665], [-0.534, 5.188, 0.226], [-0.395, 3.806, 0.809], [-1.315, 2.796, 0.556], [-1.147, 1.500, 1.013], [-0.072, 1.265, 1.861], [0.129, 0.060, 2.477], [0.867, 2.241, 2.170], [0.679, 3.511, 1.648], [-1.482, 5.321, -0.289], [0.260, 5.304, -0.516], [-0.370, 5.914, 1.020], [-2.164, 3.046, -0.073], [-1.928, 0.752, 0.965], [-0.360, -0.676, 2.132], [1.709, 1.974, 2.793], [1.326, 4.341, 1.895]]
}

=====

4.
{
  "formula": "C15H18O4",
  "method": "ωB97M-V with the def2-TZVPD basis set",
  "total_energy_ev": -24035.6951,
  "smiles": "CC1=C(C(=O)C(=O)O)C(C=O)=C[C@@H]2CC(C)(C)C[C@H]12",
  "de_lowest_kcal_mol": 35.7,
  "orbital_gap_ev": 7.8,
  "mol_weight_g_mol": 262.30,
  "species": ["C", "C", "C", "C", "O", "C", "O", "O", "C", "C", "O", "C", "C", "C", "C", "C", "C", "C", "C", "H", "H", "H", "H", "H", "H", "H", "H", "H", "H", "H", "H", "H", "H", "H", "H", "H", "H"],
  "positions_angstrom": [[-0.034, 1.207, 2.684], [0.420, 0.795, 1.304], [0.914, 1.715, 0.356], [1.045, 3.178, 0.657], [2.180, 3.609, 0.766], [-0.139, 4.089, 0.690], [-1.218, 3.549, 0.845], [-0.031, 5.437, 0.689], [1.328, 1.259, -0.975], [1.416, 2.146, -2.159], [1.798, 1.738, -3.265], [1.434, -0.107, -1.165], [1.304, -1.161, -0.073], [0.676, -2.502, -0.489], [-0.844, -2.268, -0.510], [-1.364, -2.038, -1.962], [-1.537, -3.565, -0.004], [-1.089, -1.086, 0.435], [0.299, -0.686, 0.994], [0.187, 2.284, 2.880], [0.491, 0.614, 3.427], [-1.105, 1.137, 2.731], [-0.919, 5.812, 0.708], [1.041, 3.144, -2.065], [1.677, -0.441, -2.151], [2.326, -1.347, 0.355], [0.998, -3.246, 0.250], [1.053, -2.873, -1.439], [-2.455, -1.964, -1.934], [-0.936, -1.098, -2.379], [-1.097, -2.864, -2.598], [-1.382, -4.412, -0.718], [-1.068, -3.876, 0.933], [-2.594, -3.384, 0.175], [-1.500, -0.232, -0.122], [-1.773, -1.334, 1.232], [0.494, -1.228, 1.897]]
}

=====

5.
{
  "formula": "C15H19AlBBr4F6O3",
  "method": "ωB97M-V with the def2-TZVPD basis set",
  "total_energy_ev": -325745.1285,
  "orbital_gap_ev": 7.5,
  "mol_weight_g_mol": 718.71,
  "charge": -1,
  "species": ["C", "O", "B", "O", "Al", "C", "C", "O", "F", "C", "F", "F", "C", "C", "C", "C", "C", "C", "F", "F", "F", "C", "H", "H", "H", "H", "H", "H", "H", "H", "H", "H", "H", "Br", "C", "C", "Br", "H", "H", "H", "H", "Br", "C", "C", "Br", "H", "H", "H", "H"],
  "positions_angstrom": [[2.058, -2.759, 3.003], [2.276, -1.304, 2.969], [1.010, -0.559, 2.749], [0.204, -0.275, 3.981], [0.375, 0.118, 0.868], [1.310, -0.894, -0.662], [0.355, -1.222, -1.955], [0.523, -2.438, -2.544], [-0.651, -0.273, -2.486], [-1.665, 0.244, 0.695], [-2.173, 0.872, 1.972], [-2.134, 1.168, -0.396], [-2.445, -1.191, 0.556], [-3.259, -1.695, -0.816], [-4.079, -3.132, -0.913], [-4.133, -4.145, 0.416], [-3.301, -3.666, 1.777], [-3.255, -4.577, 3.171], [-3.558, -5.994, 2.843], [-4.153, -3.995, 4.202], [-1.845, -4.525, 3.708], [-2.495, -2.224, 1.830], [0.958, -3.085, 2.773], [2.771, -3.224, 2.170], [2.365, -3.266, 4.038], [0.840, 0.249, 4.585], [0.923, 1.634, 0.787], [2.197, -0.199, -1.057], [1.850, -1.863, -0.228], [-3.295, -1.018, -1.780], [-4.658, -3.473, -1.899], [-4.740, -5.158, 0.383], [-1.943, -1.896, 2.812], [2.993, 3.334, 2.324], [3.750, 4.562, 1.011], [2.700, 5.031, 0.032], [2.299, 3.653, -1.289], [4.587, 4.043, 0.535], [4.135, 5.401, 1.597], [3.066, 5.883, -0.548], [1.753, 5.302, 0.508], [3.166, 2.971, -5.894], [1.269, 3.422, -5.951], [0.675, 3.468, -4.563], [0.365, 1.672, -3.867], [0.787, 2.690, -6.606], [1.225, 4.408, -6.423], [-0.311, 3.940, -4.581], [1.308, 3.986, -3.837]]
}

=====

6.
{
  "formula": "C15H19Cl3N2O3S",
  "method": "ωB97M-V with the def2-TZVPD basis set",
  "total_energy_ev": -73389.9962,
  "smiles": "COC(=O)c1c(N[C@H](NC(=O)C(C)C)C(Cl)(Cl)Cl)sc2c1CCC2",
  "de_lowest_kcal_mol": 6.7,
  "orbital_gap_ev": 8.1,
  "mol_weight_g_mol": 413.75,
  "species": ["C", "O", "C", "O", "C", "C", "N", "C", "N", "C", "O", "C", "C", "C", "C", "Cl", "Cl", "Cl", "S", "C", "C", "C", "C", "C", "H", "H", "H", "H", "H", "H", "H", "H", "H", "H", "H", "H", "H", "H", "H", "H", "H", "H", "H"],
  "positions_angstrom": [[-3.525, 2.339, 2.811], [-3.367, 1.613, 1.605], [-2.113, 1.520, 1.137], [-1.159, 2.025, 1.712], [-2.016, 0.767, -0.093], [-0.792, 0.563, -0.719], [0.382, 1.074, -0.276], [1.674, 0.730, -0.763], [2.492, 0.124, 0.248], [3.049, -1.116, 0.080], [2.828, -1.783, -0.901], [3.975, -1.519, 1.214], [4.073, -3.039, 1.296], [5.345, -0.893, 0.934], [2.378, 1.996, -1.316], [1.391, 2.721, -2.594], [2.584, 3.180, -0.004], [3.971, 1.569, -1.962], [-0.923, -0.384, -2.168], [-2.637, -0.523, -1.922], [-3.064, 0.124, -0.814], [-4.544, -0.002, -0.663], [-4.907, -1.086, -1.705], [-3.726, -1.178, -2.698], [-4.589, 2.335, 3.030], [-2.965, 1.863, 3.620], [-3.162, 3.363, 2.691], [0.281, 1.607, 0.591], [1.585, -0.006, -1.576], [2.707, 0.676, 1.064], [3.582, -1.122, 2.156], [3.107, -3.468, 1.552], [4.376, -3.438, 0.332], [4.799, -3.333, 2.049], [5.736, -1.265, -0.010], [6.044, -1.154, 1.726], [5.278, 0.191, 0.875], [-5.025, 0.952, -0.888], [-4.832, -0.288, 0.348], [-5.024, -2.045, -1.199], [-5.842, -0.859, -2.213], [-3.930, -0.626, -3.620], [-3.493, -2.208, -2.969]]
}